#i
Here is a 2-piece molecular cluster, C5H15N2O overall from OMol25. Energies are from ωB97M-V/def2-TZVPD.

Computed properties:
Net charge   +1
LUMO level   -3.29 eV
Gap between HOMO and LUMO   11.03 eV
HOMO   -14.321 eV

Positions of all 23 atoms, in Å:
C -3.1925 -0.5072 0.4310
C -2.0752 0.5383 0.5734
C -1.2910 0.8106 -0.7092
C 0.1831 0.5055 -0.6264
N 2.6172 -1.0632 -0.8784
C 1.6872 -1.2599 0.1250
N 0.4875 -0.7973 0.1464
H -4.1756 0.0564 0.3139
H -3.1489 -1.3354 -0.3333
H -3.2697 -1.0336 1.3148
H -2.4315 1.5076 0.8362
H -1.3667 0.2051 1.3664
H -1.5603 0.2442 -1.6442
H -1.3683 1.8014 -1.0823
H 0.7414 1.1283 0.2316
H 0.8722 0.6103 -1.5545
H 2.8581 -0.1133 -1.3190
H 3.6134 -1.5526 -0.8318
H 1.9651 -2.1008 0.7493
H -0.2884 -1.1119 0.6887
H 2.6298 1.7548 0.4649
H 3.5178 0.7815 1.2693
O 2.9955 0.9311 0.4683

The net atomic charges from Mulliken, expressed in e, are: number 1, C, carries -1.31; number 2, C, carries -0.43; number 3, C, carries -0.82; number 4, C, carries -0.37; number 5, N, carries -0.50; number 6, C, carries 0.08; number 7, N, carries 0.03; number 8, H, carries 0.33; number 9, H, carries 0.35; number 10, H, carries 0.37; number 11, H, carries 0.40; number 12, H, carries 0.37; number 13, H, carries 0.38; number 14, H, carries 0.42; number 15, H, carries 0.24; number 16, H, carries 0.24; number 17, H, carries 0.30; number 18, H, carries 0.32; number 19, H, carries 0.42; number 20, H, carries 0.15; number 21, H, carries 0.28; number 22, H, carries 0.29; number 23, O, carries -0.55



#ii
Here is a 2-piece molecular cluster, C5H15N2O overall from OMol25. Energies are from ωB97M-V/def2-TZVPD.

Computed properties:
Net charge   +1
LUMO level   -3.11 eV
Gap between HOMO and LUMO   9.72 eV
HOMO   -12.836 eV

Positions of all 23 atoms, in Å:
C 1.0148 -0.9461 -0.2207
O 1.9235 0.1289 -0.6507
C 1.7996 -2.1492 0.3001
N 0.8670 -3.2457 0.6085
H 0.3293 -0.4918 0.5448
H 0.4505 -1.2857 -1.0979
H 2.7391 0.0517 -0.1466
H 2.6024 -2.3574 -0.4369
H 2.3057 -1.7980 1.2245
H 1.2579 -3.9411 1.2405
H 0.6761 -3.7134 -0.2626
C -3.1139 1.0080 0.2587
C -1.8056 1.7338 0.3222
C -0.8377 1.5875 -0.6005
N 0.4750 2.2804 -0.4096
H -3.0108 0.1110 -0.3734
H -3.4329 0.6571 1.2214
H -3.9282 1.6377 -0.2144
H -1.7629 2.5546 1.0888
H -0.9210 0.9364 -1.4713
H 0.5161 2.5855 0.6002
H 1.2222 1.4960 -0.5203
H 0.6336 3.1599 -1.0047

The net atomic charges from Mulliken, expressed in e, are: number 1, C, carries -0.07; number 2, O, carries -0.61; number 3, C, carries -0.67; number 4, N, carries -0.58; number 5, H, carries 0.21; number 6, H, carries 0.21; number 7, H, carries 0.33; number 8, H, carries 0.33; number 9, H, carries 0.40; number 10, H, carries 0.25; number 11, H, carries 0.24; number 12, C, carries -1.20; number 13, C, carries 0.08; number 14, C, carries -0.42; number 15, N, carries -0.25; number 16, H, carries 0.31; number 17, H, carries 0.36; number 18, H, carries 0.31; number 19, H, carries 0.25; number 20, H, carries 0.39; number 21, H, carries 0.41; number 22, H, carries 0.34; number 23, H, carries 0.37



Q: Which of them is the most stable? A: #ii.



#i
Here is a 2-piece molecular cluster, C5H15N2O overall from OMol25. Energies are from ωB97M-V/def2-TZVPD.

Computed properties:
Net charge   +1
LUMO level   -8.62 eV
Gap between HOMO and LUMO   3.85 eV
HOMO   -12.475 eV

Positions of all 23 atoms, in Å:
C 1.0535 -0.2012 -0.1125
O 0.2308 -0.1173 -1.0862
C 0.3309 -0.2570 1.3629
C -0.4643 -1.5636 1.5382
C -0.9168 -1.7625 2.9671
C 0.2232 1.9886 -3.0605
N -0.3475 0.8673 -3.7384
N -0.4805 0.8850 1.5906
H 1.7542 0.6535 -0.0350
H 1.6856 -1.1083 -0.0759
H -0.9208 1.1803 0.7311
H 1.1329 -0.1753 2.1056
H 0.1102 -2.3991 1.1314
H -1.3239 -1.4919 0.8598
H -1.0033 -2.8333 3.1641
H -1.8161 -1.1904 3.1660
H 1.3202 1.8297 -2.9316
H 0.1080 2.8932 -3.6573
H -0.1166 2.0245 -2.0337
H -0.4518 0.0826 -3.1005
H 0.0621 0.6209 -4.6245
H -0.1090 -1.5249 3.6702
H -0.0611 1.5990 2.1693

The net atomic charges from Mulliken, expressed in e, are: number 1, C, carries -0.42; number 2, O, carries -0.42; number 3, C, carries -0.07; number 4, C, carries -0.53; number 5, C, carries -1.18; number 6, C, carries -0.52; number 7, N, carries -0.40; number 8, N, carries -0.34; number 9, H, carries 0.34; number 10, H, carries 0.39; number 11, H, carries 0.30; number 12, H, carries 0.52; number 13, H, carries 0.40; number 14, H, carries 0.30; number 15, H, carries 0.36; number 16, H, carries 0.33; number 17, H, carries 0.26; number 18, H, carries 0.32; number 19, H, carries 0.15; number 20, H, carries 0.31; number 21, H, carries 0.25; number 22, H, carries 0.35; number 23, H, carries 0.30



#ii
Here is a 2-piece molecular cluster, C5H15N2O overall from OMol25. Energies are from ωB97M-V/def2-TZVPD.

Computed properties:
Net charge   +1
LUMO level   -3.39 eV
Gap between HOMO and LUMO   8.85 eV
HOMO   -12.240 eV

Positions of all 23 atoms, in Å:
C 2.3507 1.2570 0.0274
C 1.5158 0.0218 0.4795
C 0.6143 0.1205 1.5263
N 0.0161 -0.9540 2.2143
H 2.4950 1.9723 0.8715
H 3.4125 0.9396 -0.1956
H 1.8903 1.8152 -0.8122
H 1.8088 -0.9135 -0.0428
H 0.2895 1.0774 1.8368
H -0.4162 -0.7240 3.0861
H 0.6237 -1.7405 2.2486
C -1.5273 -1.2309 -0.6508
O -2.2952 -1.7578 0.4214
C -1.6028 0.3007 -0.8558
N -0.4736 0.7348 -1.8204
H -1.8275 -1.7769 -1.5947
H -0.4827 -1.5826 -0.5390
H -1.9228 -1.2855 1.1828
H -2.5664 0.5791 -1.2696
H -1.3801 0.7979 0.0558
H -0.4362 0.0366 -2.5697
H 0.4241 0.6336 -1.3713
H -0.5099 1.6793 -2.2285

The net atomic charges from Mulliken, expressed in e, are: number 1, C, carries -0.87; number 2, C, carries -0.42; number 3, C, carries -0.34; number 4, N, carries -0.48; number 5, H, carries 0.32; number 6, H, carries 0.29; number 7, H, carries 0.26; number 8, H, carries 0.48; number 9, H, carries 0.44; number 10, H, carries 0.26; number 11, H, carries 0.20; number 12, C, carries -0.50; number 13, O, carries -0.49; number 14, C, carries -0.37; number 15, N, carries -0.19; number 16, H, carries 0.40; number 17, H, carries 0.24; number 18, H, carries 0.35; number 19, H, carries 0.35; number 20, H, carries 0.31; number 21, H, carries 0.38; number 22, H, carries -0.02; number 23, H, carries 0.40



#iii
Here is an isolated ion of composition C5H15N2O and charge +1 from OMol25. Energies are from ωB97M-V/def2-TZVPD.

Computed properties:
Net charge   +1
SMILES string   C[C@@H](CO)NCC[NH3+]
LUMO level   -2.90 eV
Gap between HOMO and LUMO   9.92 eV
HOMO   -12.819 eV

Positions of all 23 atoms, in Å:
N 1.1628 -1.3690 1.0510
C -0.3165 -1.5794 1.4032
C -1.2029 -1.4219 0.1666
N -1.2558 -0.0034 -0.1143
C -0.6062 1.0240 -2.2962
C -0.1980 0.5530 -0.8980
C 0.4449 1.7054 -0.1066
O 1.4700 1.0674 0.7159
H 1.2893 -1.5348 0.0771
H 1.7034 -2.0977 1.5218
H 1.3919 -0.3560 1.1665
H -0.5411 -0.6789 1.9545
H -0.4563 -2.4010 2.1061
H -0.7910 -1.9489 -0.7079
H -2.1365 -1.8753 0.4260
H -2.1593 0.3164 -0.2301
H -1.2618 1.8997 -2.2723
H -1.0085 0.1903 -2.8777
H 0.2476 1.2756 -2.9252
H 0.6917 -0.0531 -1.0722
H 0.9399 2.4032 -0.7738
H -0.2452 2.2058 0.5519
H 1.7354 1.6190 1.4601

The net atomic charges from Mulliken, expressed in e, are: number 1, N, carries -0.22; number 2, C, carries -0.61; number 3, C, carries -0.80; number 4, N, carries -0.12; number 5, C, carries -1.60; number 6, C, carries 0.49; number 7, C, carries -0.70; number 8, O, carries -0.56; number 9, H, carries 0.28; number 10, H, carries 0.37; number 11, H, carries 0.31; number 12, H, carries 0.32; number 13, H, carries 0.50; number 14, H, carries 0.35; number 15, H, carries 0.44; number 16, H, carries 0.21; number 17, H, carries 0.36; number 18, H, carries 0.38; number 19, H, carries 0.43; number 20, H, carries 0.11; number 21, H, carries 0.39; number 22, H, carries 0.36; number 23, H, carries 0.31



#iv
Here is a 2-piece molecular cluster, C5H15N2O overall from OMol25. Energies are from ωB97M-V/def2-TZVPD.

Computed properties:
Net charge   +1
LUMO level   -7.91 eV
Gap between HOMO and LUMO   5.83 eV
HOMO   -13.744 eV

Positions of all 23 atoms, in Å:
N 1.4417 -1.8512 1.3556
C 0.0953 -0.2443 -0.7108
C 1.3637 0.5346 -0.5676
C 1.5978 1.0010 0.8523
O 2.5693 -0.2243 -0.8707
C -1.1378 0.5126 -0.2517
N -2.4420 -0.2091 -0.1142
C -3.5873 0.6957 0.0718
H 1.4413 -2.6907 1.8676
H 2.2149 -1.8444 0.7639
H 0.6211 -1.8037 0.7461
H 0.0103 -0.6710 -1.6363
H 1.3384 1.4047 -1.2127
H 2.6348 0.9583 1.1208
H 1.0375 0.2614 1.4540
H 1.2361 2.0278 1.0690
H 2.4035 -0.6133 -1.7077
H -1.2782 1.3685 -0.8982
H -0.9492 0.8306 0.7837
H -2.6053 -0.8165 -0.8657
H -4.4615 0.1243 0.0862
H -3.4904 1.2047 1.0331
H -3.6960 1.4781 -0.6923

The net atomic charges from Mulliken, expressed in e, are: number 1, N, carries -0.53; number 2, C, carries -0.37; number 3, C, carries 0.37; number 4, C, carries -1.40; number 5, O, carries -0.50; number 6, C, carries -0.53; number 7, N, carries -0.34; number 8, C, carries -0.93; number 9, H, carries 0.27; number 10, H, carries 0.21; number 11, H, carries 0.11; number 12, H, carries 0.46; number 13, H, carries 0.57; number 14, H, carries 0.36; number 15, H, carries 0.51; number 16, H, carries 0.32; number 17, H, carries 0.32; number 18, H, carries 0.41; number 19, H, carries 0.37; number 20, H, carries 0.26; number 21, H, carries 0.38; number 22, H, carries 0.32; number 23, H, carries 0.33



Q: Which of them is the most stable? A: #iii.